--- a ---
Entry from the Open Molecules 2025 dataset: C21H20ClN5O in the gas phase (ωB97M-V/def2-TZVPD).

## Properties
Spin multiplicity: 1
E_LUMO: 0.5 eV
Highest occupied orbital energy: -8.362 eV

Each atom is followed by the atoms it is bonded to, with distances in Å.
Element x y z (Å)
1 C 4.5281 -8.4249 1.0985  C27 1.387, H30 1.081, C33 1.385
2 H -4.1353 -1.1261 2.4984  C19 1.084
3 C 4.0296 -3.5275 -0.0373  H6 1.094, C25 1.490, N37 1.472, H42 1.093
4 H -0.6137 -1.1293 1.0720  C35 1.078
5 C 2.0637 -2.1878 -0.2112  C11 1.414, C25 1.358, C28 1.492
6 H 5.0409 -3.1502 0.1396  C3 1.094
7 N 3.1915 -2.0513 -2.0740  C25 1.344, H31 1.003, N47 1.352
8 H 6.8969 -7.3363 -1.0536  C17 1.082
9 C 6.1226 -3.9512 2.6115  C16 1.499, H23 1.083, H38 1.082, C45 1.510
10 H -5.2043 -2.0555 1.3117  C19 1.082
11 C 1.4044 -1.3465 -1.1362  C5 1.414, C20 1.455, N47 1.329
12 H 5.5579 -9.3599 -0.5265  C33 1.082
13 C 6.0060 -6.1715 0.5079  C17 1.386, H43 1.083, C46 1.394
14 O 2.8874 -4.0592 3.3558  C48 1.218
15 H 5.0681 -4.3844 4.5309  C16 1.080
16 C 5.6235 -4.8303 3.7187  C9 1.499, H15 1.080, H44 1.081, C45 1.501
17 C 6.1808 -7.3230 -0.2427  H8 1.082, C13 1.386, C33 1.386
18 N -1.7080 0.2012 -0.1632  N26 1.341, C35 1.349, C41 1.452
19 C -4.4475 -1.3001 1.4746  H2 1.084, H10 1.082, C22 1.323
20 C 0.1514 -0.6243 -0.9769  C11 1.455, C29 1.411, C35 1.378
21 H -2.5872 0.5291 1.6896  C41 1.091
22 C -3.9283 -0.6127 0.4700  C19 1.323, H39 1.085, C41 1.501
23 H 5.9204 -2.8896 2.6768  C9 1.083
24 H 1.9828 -2.0264 1.9632  C28 1.092
25 C 3.1863 -2.6058 -0.8498  C3 1.490, C5 1.358, N7 1.344
26 N -1.6149 0.7226 -1.3950  N18 1.341, C29 1.322
27 C 4.3701 -7.2664 1.8442  C1 1.387, Cl32 1.733, C46 1.396
28 C 1.9867 -2.7678 1.1609  C5 1.492, H24 1.092, H34 1.093, N37 1.478
29 C -0.4928 0.2337 -1.8935  C20 1.411, N26 1.322, H36 1.077
30 H 3.9426 -9.2977 1.3520  C1 1.081
31 H 3.8612 -2.1413 -2.8152  N7 1.003
32 Cl 3.2487 -7.2916 3.1657  C27 1.733
33 C 5.4339 -8.4536 0.0512  C1 1.385, H12 1.082, C17 1.386
34 H 1.1295 -3.4265 1.3215  C28 1.093
35 C -0.6771 -0.6196 0.1242  H4 1.078, N18 1.349, C20 1.378
36 H -0.1665 0.5069 -2.8832  C29 1.077
37 N 3.2435 -3.5446 1.2070  C3 1.472, C28 1.478, C48 1.357
38 H 7.0643 -4.2022 2.1423  C9 1.082
39 H -4.2437 -0.7987 -0.5516  C22 1.085
40 H -3.2677 1.4248 0.3237  C41 1.090
41 C -2.8881 0.4550 0.6440  N18 1.452, H21 1.091, C22 1.501, H40 1.090
42 H 4.1101 -4.5237 -0.4788  C3 1.093
43 H 6.5879 -5.2888 0.2728  C13 1.083
44 H 6.2188 -5.6944 3.9797  C16 1.081
45 C 4.9404 -4.8618 2.3821  C9 1.510, C16 1.501, C46 1.500, C48 1.523
46 C 5.0983 -6.1091 1.5639  C13 1.394, C27 1.396, C45 1.500
47 N 2.1039 -1.2712 -2.2636  N7 1.352, C11 1.329
48 C 3.5887 -4.1606 2.3657  O14 1.218, N37 1.357, C45 1.523

--- b ---
Entry from the Open Molecules 2025 dataset: C21H20ClN5O in the gas phase (ωB97M-V/def2-TZVPD).

## Properties
Spin multiplicity: 1
E_LUMO: 0.6 eV
Highest occupied orbital energy: -8.314 eV

Each atom is followed by the atoms it is bonded to, with distances in Å.
Element x y z (Å)
1 C 6.8490 -3.2748 3.2410  C9 1.391, C41 1.387, Cl48 1.750
2 H -3.7562 -1.8340 -0.5624  C35 1.085
3 H 5.7052 -5.0830 -0.2469  C36 1.078
4 C 5.2187 -6.1937 1.5970  H16 1.081, H22 1.081, C36 1.494, C42 1.522
5 C 2.2727 -1.8360 -0.3894  C30 1.492, C32 1.356, C33 1.413
6 C 4.3446 -3.0033 -0.4490  H21 1.095, H26 1.086, C32 1.488, N46 1.485
7 C -0.3548 0.8584 -1.4133  N12 1.321, C25 1.410, H37 1.078
8 H 5.9706 -5.1370 6.4755  C23 1.082
9 C 5.9224 -4.3097 3.1777  C1 1.391, C39 1.395, C42 1.501
10 H -2.9287 0.1472 1.6574  C40 1.092
11 C 3.8494 -4.0693 1.7726  O31 1.218, C42 1.520, N46 1.368
12 N -1.5994 1.0003 -0.9937  C7 1.321, N20 1.341
13 C -0.6686 -0.7233 0.0809  N20 1.351, C25 1.379, H34 1.078
14 H -3.6982 0.6453 0.1443  C40 1.089
15 H 8.1922 -2.1003 4.4156  C41 1.081
16 H 5.7279 -6.8354 2.3019  C4 1.081
17 H 1.7492 -2.7887 1.5129  C30 1.089
18 N 3.6580 -0.7638 -1.6906  C32 1.345, H43 1.003, N45 1.354
19 C -3.9402 -2.2520 1.4852  H27 1.084, C35 1.325, H38 1.082
20 N -1.7768 0.0305 -0.0848  N12 1.341, C13 1.351, C40 1.454
21 H 4.5126 -3.6860 -1.2882  C6 1.095
22 H 4.3149 -6.5932 1.1580  C4 1.081
23 C 6.2289 -4.6128 5.5654  H8 1.082, C39 1.383, C44 1.389
24 H 7.6464 -3.3034 6.5166  C44 1.082
25 C 0.2910 -0.2174 -0.7702  C7 1.410, C13 1.379, C33 1.455
26 H 5.3030 -2.7539 -0.0021  C6 1.086
27 H -3.7969 -1.9118 2.5045  C19 1.084
28 H 1.3617 -3.7449 0.0728  C30 1.093
29 H 4.8797 -5.7502 4.3464  C39 1.082
30 C 2.0610 -3.0186 0.4954  C5 1.492, H17 1.089, H28 1.093, N46 1.493
31 O 3.1084 -4.0922 2.7386  C11 1.218
32 C 3.5366 -1.8302 -0.8807  C5 1.356, C6 1.488, N18 1.345
33 C 1.6521 -0.6990 -0.9530  C5 1.413, C25 1.455, N45 1.328
34 H -0.6448 -1.5478 0.7748  C13 1.078
35 C -3.6186 -1.4835 0.4554  H2 1.085, C19 1.325, C40 1.500
36 C 6.0336 -5.2572 0.7653  H3 1.078, C4 1.494, C42 1.507, H47 1.081
37 H 0.0421 1.5252 -2.1610  C7 1.078
38 H -4.3609 -3.2391 1.3498  C19 1.082
39 C 5.6219 -4.9632 4.3731  C9 1.395, C23 1.383, H29 1.082
40 C -3.0516 -0.1022 0.6016  H10 1.092, H14 1.089, N20 1.454, C35 1.500
41 C 7.4756 -2.9092 4.4235  C1 1.387, H15 1.081, C44 1.384
42 C 5.2235 -4.7037 1.9097  C4 1.522, C9 1.501, C11 1.520, C36 1.507
43 H 4.4484 -0.4243 -2.2067  N18 1.003
44 C 7.1633 -3.5851 5.5906  C23 1.389, H24 1.082, C41 1.384
45 N 2.5067 -0.0534 -1.7384  N18 1.354, C33 1.328
46 N 3.4319 -3.6061 0.5547  C6 1.485, C11 1.368, C30 1.493
47 H 7.1055 -5.2522 0.9083  C36 1.081
48 Cl 7.2598 -2.3637 1.8044  C1 1.750

Energy comparison, zero being the most stable, in kcal/mol: a 0.0; b 3.4.

--- a ---
Entry from the Open Molecules 2025 dataset: C5H12N2 in the gas phase (ωB97M-V/def2-TZVPD).

## Properties
Spin multiplicity: 1
E_LUMO: 1.0 eV
Highest occupied orbital energy: -7.689 eV

Each atom is followed by the atoms it is bonded to, with distances in Å.
Element x y z (Å)
1 N 1.7733 -2.4111 -0.6524  H2 1.001, H7 1.000, C14 1.435
2 H 2.6012 -1.8968 -0.4228  N1 1.001
3 C -1.6861 0.8455 0.1189  H5 1.105, H9 1.097, C11 1.506, N12 1.532
4 H 2.3694 0.7899 -0.0371  C19 1.089
5 H -1.5117 1.4214 -0.8082  C3 1.105
6 H -0.8281 -0.4142 1.5374  C11 1.089
7 H 1.8670 -3.3665 -0.9336  N1 1.000
8 H -0.2961 -2.4188 -0.1351  C14 1.089
9 H -2.3364 -0.0230 -0.0428  C3 1.097
10 H 1.9851 -0.0025 -1.5949  C19 1.095
11 C -0.4591 0.2764 0.7802  C3 1.506, H6 1.089, C16 1.503, H17 1.136
12 N -2.5163 1.7438 1.0419  C3 1.532, H15 1.017, H18 1.010
13 H 1.0836 1.3848 -1.1452  C19 1.118
14 C 0.5804 -1.7732 -0.1721  N1 1.435, H8 1.089, C16 1.341
15 H -1.7919 2.2825 1.5111  N12 1.017
16 C 0.5626 -0.4372 -0.0609  C11 1.503, C14 1.341, C19 1.504
17 H 0.1062 1.1467 1.2411  C11 1.136
18 H -3.0698 2.3738 0.4786  N12 1.010
19 C 1.5668 0.4785 -0.7041  H4 1.089, H10 1.095, H13 1.118, C16 1.504

--- b ---
Entry from the Open Molecules 2025 dataset: 2 unconnected molecules or ions with the total composition C5H12N2 (ωB97M-V/def2-TZVPD).

## Properties
Spin multiplicity: 1
E_LUMO: 0.9 eV
Highest occupied orbital energy: -7.742 eV

Each atom is followed by the atoms it is bonded to, with distances in Å.
Element x y z (Å)
1 H -3.2403 1.2691 -0.7120  N2 1.011
2 N -2.5528 0.5913 -1.0136  H1 1.011, C6 1.414, H16 1.011
3 C 2.3458 0.7677 0.4422  H7 1.085, C11 1.566, C15 1.335
4 H -2.2045 -2.5064 0.1672  C13 1.076
5 H 1.8487 -1.1188 1.3042  C15 1.080
6 C -2.2053 -0.3916 -0.0583  N2 1.414, C13 1.366, N14 1.418
7 H 2.3136 1.3493 1.3573  C3 1.085
8 H 3.7504 0.7214 -1.2972  C11 1.086
9 H -2.8074 -0.9385 1.8227  N14 1.010
10 H -2.8564 0.7552 1.4873  N14 1.011
11 C 3.5774 1.2775 -0.3801  C3 1.566, H8 1.086, H12 1.091, H19 1.089
12 H 4.4738 1.1645 0.2314  C11 1.091
13 C -2.0186 -1.6745 -0.4891  H4 1.076, C6 1.366, H18 1.075
14 N -2.9218 -0.1954 1.1491  C6 1.418, H9 1.010, H10 1.011
15 C 2.0536 -0.5346 0.4191  C3 1.335, H5 1.080, H17 1.080
16 H -2.8980 0.2037 -1.8816  N2 1.011
17 H 1.9040 -1.1445 -0.4592  C15 1.080
18 H -2.1069 -1.9460 -1.5250  C13 1.075
19 H 3.5447 2.3507 -0.5642  C11 1.089

--- c ---
Entry from the Open Molecules 2025 dataset: C5H12N2 in the gas phase (ωB97M-V/def2-TZVPD).

## Properties
Spin multiplicity: 1
E_LUMO: 1.2 eV
Highest occupied orbital energy: -8.753 eV

Each atom is followed by the atoms it is bonded to, with distances in Å.
Element x y z (Å)
1 H -2.2065 -1.4083 0.1309  N19 1.015
2 C 1.7555 -0.9352 -0.4570  H9 1.085, C11 1.479, N14 1.436, H16 1.083
3 H -0.9610 0.4955 1.3905  C15 1.093
4 C 0.0279 2.0454 0.2496  H5 1.088, H10 1.087, H13 1.088, C15 1.525
5 H -0.2863 2.8626 0.8960  C4 1.088
6 H 1.1247 -0.3256 1.5719  C11 1.083
7 H 1.3489 -2.1186 1.3781  C11 1.083
8 H -1.8164 -1.7637 -1.4135  N19 1.014
9 H 2.0627 0.0696 -0.7259  C2 1.085
10 H 1.0367 1.7599 0.5386  C4 1.087
11 C 1.1897 -1.1651 0.8900  C2 1.479, H6 1.083, H7 1.083, N14 1.437
12 H -0.4588 0.1461 -1.6004  C18 1.099
13 H 0.0557 2.4122 -0.7743  C4 1.088
14 N 0.3585 -1.2190 -0.2811  C2 1.436, C11 1.437, C18 1.459
15 C -0.9527 0.8842 0.3695  H3 1.093, C4 1.525, H17 1.091, C18 1.536
16 H 2.3265 -1.7185 -0.9394  C2 1.083
17 H -1.9583 1.2467 0.1495  C15 1.091
18 C -0.6992 -0.2701 -0.6118  H12 1.099, N14 1.459, C15 1.536, N19 1.453
19 N -1.9475 -0.9982 -0.7611  H1 1.015, H8 1.014, C18 1.453

--- d ---
Entry from the Open Molecules 2025 dataset: 2 unconnected molecules or ions with the total composition C5H12N2 (ωB97M-V/def2-TZVPD).

## Properties
Spin multiplicity: 1
E_LUMO: 1.0 eV
Highest occupied orbital energy: -7.655 eV

Each atom is followed by the atoms it is bonded to, with distances in Å.
Element x y z (Å)
1 H 2.4192 0.1028 -2.2071  C8 1.080
2 H -1.6361 1.8269 0.0165  C18 1.094
3 H -0.8002 -0.9002 0.6303  N12 1.018
4 C 1.3344 0.2239 -0.4161  C6 1.799, C8 1.350, H11 1.087
5 H 1.5735 -1.4684 -1.6395  C8 1.082
6 C 2.1015 -0.1814 1.1601  C4 1.799, H9 1.090, H15 1.092, H19 1.091
7 H -1.5858 -1.3655 -1.7130  C14 1.089
8 C 1.7358 -0.4033 -1.5420  H1 1.080, C4 1.350, H5 1.082
9 H 3.1732 -0.1649 0.9617  C6 1.090
10 H -2.5396 0.1238 -1.5084  C14 1.089
11 H 1.5355 1.2926 -0.4135  C4 1.087
12 N -1.0149 -0.1650 -0.0401  H3 1.018, C14 1.481, C18 1.423
13 H -2.8248 -1.2084 -0.4607  C14 1.090
14 C -2.0280 -0.6837 -0.9878  H7 1.089, H10 1.089, N12 1.481, H13 1.090
15 H 1.9925 0.4799 2.0226  C6 1.092
16 N -1.7267 0.9357 1.9099  H17 1.016, C18 1.264
17 H -2.1564 1.7977 2.2343  N16 1.016
18 C -1.4113 0.9922 0.6867  H2 1.094, N12 1.423, N16 1.264
19 H 1.8582 -1.2346 1.3061  C6 1.091

Energy comparison, zero being the most stable, in kcal/mol: a 0.0; b 41.6; c 1.7; d 72.4.

--- a ---
Entry from the Open Molecules 2025 dataset: C5H12N2 in the gas phase (ωB97M-V/def2-TZVPD).

## Properties
Spin multiplicity: 1
E_LUMO: 1.0 eV
Highest occupied orbital energy: -7.952 eV

Each atom is followed by the atoms it is bonded to, with distances in Å.
Element x y z (Å)
1 N 1.7392 0.8435 0.4700  C2 1.374, H8 1.004, H15 1.000
2 C 1.1554 -0.3894 0.6373  N1 1.374, C16 1.508, C18 1.331
3 H -0.7337 -1.3823 0.3677  C16 1.089
4 H -0.8252 1.5898 -0.0362  C13 1.093
5 H -0.6573 -0.1476 1.6813  C16 1.089
6 H -2.7681 -0.5447 -0.4125  N7 1.020
7 N -2.5166 0.4325 -0.2648  H6 1.020, H10 1.013, C13 1.462
8 H 2.7374 0.9476 0.4973  N1 1.004
9 H -1.3124 0.8422 -2.3838  C12 1.076
10 H -2.8535 0.6376 0.6688  N7 1.013
11 H 1.4301 -2.4700 0.9998  C18 1.078
12 C -0.5790 0.3655 -1.7580  H9 1.076, C13 1.536, H14 1.093, H19 1.086
13 C -1.0613 0.5594 -0.3126  H4 1.093, N7 1.462, C12 1.536, C16 1.550
14 H -0.5607 -0.6990 -2.0065  C12 1.093
15 H 1.2026 1.6860 0.4253  N1 1.000
16 C -0.3520 -0.4080 0.6685  C2 1.508, H3 1.089, H5 1.089, C13 1.550
17 H 2.9452 -1.5041 0.6955  C18 1.086
18 C 1.8623 -1.5086 0.7727  C2 1.331, H11 1.078, H17 1.086
19 H 0.4341 0.7412 -1.8634  C12 1.086

--- b ---
Entry from the Open Molecules 2025 dataset: C5H12N2 in the gas phase (ωB97M-V/def2-TZVPD).

## Properties
Spin multiplicity: 1
E_LUMO: 1.0 eV
Highest occupied orbital energy: -9.476 eV

Each atom is followed by the atoms it is bonded to, with distances in Å.
Element x y z (Å)
1 C 0.0317 0.6769 -0.0550  H2 1.097, H4 1.092, N9 1.449, C18 1.528
2 H 1.1277 0.7295 -0.0596  C1 1.097
3 H 0.0937 -0.9968 1.3018  C18 1.095
4 H -0.2966 0.9243 -1.0669  C1 1.092
5 C 0.0180 2.3519 1.6182  N9 1.255, H10 1.080, N17 1.426
6 H -1.9351 -1.7437 -1.5923  C19 1.090
7 H 1.8812 3.1512 1.3977  N17 1.000
8 H 1.8722 1.5170 1.5732  N17 1.008
9 N -0.6268 1.6051 0.8424  C1 1.449, C5 1.255
10 H -0.5080 3.0484 2.2544  C5 1.080
11 H -1.4279 -0.8179 0.5378  C18 1.092
12 H -0.0285 -2.7512 -0.1902  C13 1.095
13 C 0.0396 -1.7920 -0.7146  H12 1.095, H14 1.091, C18 1.533, C19 1.518
14 H 1.0667 -1.6510 -1.0538  C13 1.091
15 H -0.8540 -2.8526 -2.3625  C19 1.093
16 H -0.6250 -1.1699 -2.7023  C19 1.089
17 N 1.4259 2.3798 1.8427  C5 1.426, H7 1.000, H8 1.008
18 C -0.3570 -0.7482 0.3352  C1 1.528, H3 1.095, H11 1.092, C13 1.533
19 C -0.8978 -1.8607 -1.9061  H6 1.090, C13 1.518, H15 1.093, H16 1.089

--- c ---
Entry from the Open Molecules 2025 dataset: C5H12N2 in the gas phase (ωB97M-V/def2-TZVPD).

## Properties
Spin multiplicity: 1
E_LUMO: 1.0 eV
Highest occupied orbital energy: -7.985 eV

Each atom is followed by the atoms it is bonded to, with distances in Å.
Element x y z (Å)
1 H -0.4495 1.8460 0.8685  C9 1.093
2 H -2.3285 -0.0011 0.5313  C7 1.120
3 H 1.5853 -0.4481 0.6738  C6 1.091
4 H -0.0079 -0.8551 1.1790  C6 1.082
5 C 1.0785 -0.5977 -1.9589  H8 1.076, H10 1.102, C17 1.317
6 C 0.5335 -0.2276 0.4834  H3 1.091, H4 1.082, C9 1.609, C17 1.521
7 C -2.1084 -0.8192 -0.2016  H2 1.120, H11 1.097, H12 1.108, N14 1.423
8 H 0.9233 -0.5155 -3.0207  C5 1.076
9 C 0.5225 1.3501 0.7998  H1 1.093, C6 1.609, N18 1.471, H19 1.092
10 H 2.1326 -0.8960 -1.8401  C5 1.102
11 H -3.1195 -1.1803 -0.4248  C7 1.097
12 H -1.8258 -1.5794 0.5532  C7 1.108
13 H 0.9223 1.6694 2.8370  N18 1.008
14 N -1.1891 -0.5088 -1.2429  C7 1.423, H15 1.007, C17 1.438
15 H -1.5121 -0.9116 -2.1070  N14 1.007
16 H 2.1074 0.9009 1.9068  N18 1.007
17 C 0.2188 -0.5858 -0.9608  C5 1.317, C6 1.521, N14 1.438
18 N 1.3994 1.6152 1.9508  C9 1.471, H13 1.008, H16 1.007
19 H 1.1172 1.7445 -0.0268  C9 1.092

Energy comparison, zero being the most stable, in kcal/mol: a 0.0; b 2.4; c 32.4.